Here is C33H52CaN3O3P2 as an isolated structure from the OMol25 dataset. Energies are from the ωB97M-V functional and the def2-TZVPD basis.

```
94
C33H52CaN3O3P2 the ωB97M-V functional and the def2-TZVPD basis
C -1.380 -1.508 -1.742
C 0.748 -2.326 -1.164
C -1.537 -2.465 -2.745
C 0.557 -3.410 -2.065
C -0.567 -3.463 -2.869
H -2.410 -2.409 -3.391
H 1.337 -4.170 -2.103
H -0.705 -4.263 -3.593
N -0.290 -1.443 -0.960
P -2.839 -0.194 0.297
P 2.708 -0.771 0.310
C -2.462 -0.436 -1.502
H -2.078 0.512 -1.914
H -3.373 -0.675 -2.069
C 2.006 -2.154 -0.508
H 2.649 -3.042 -0.538
C 3.878 -0.024 -1.030
C 3.675 -1.551 1.771
C -3.748 1.478 0.337
C -3.985 -1.671 0.595
C 4.090 1.457 -0.672
H 4.548 1.582 0.318
H 4.759 1.914 -1.415
H 3.142 2.011 -0.679
C 5.209 -0.770 -1.116
H 5.822 -0.672 -0.211
H 5.059 -1.832 -1.350
H 5.790 -0.337 -1.945
C 3.189 -0.143 -2.394
H 3.811 0.346 -3.159
H 3.054 -1.193 -2.681
H 2.211 0.341 -2.399
C 4.495 -0.449 2.470
H 3.864 0.392 2.791
H 4.962 -0.880 3.369
H 5.302 -0.054 1.839
C 2.629 -2.115 2.749
H 1.943 -1.343 3.119
H 2.037 -2.911 2.281
H 3.153 -2.543 3.617
C 4.590 -2.710 1.365
H 5.381 -2.424 0.667
H 5.083 -3.069 2.281
H 4.028 -3.548 0.941
C -4.650 -1.493 1.974
H -5.238 -2.401 2.188
H -3.905 -1.373 2.775
H -5.349 -0.644 1.992
C -3.098 -2.933 0.603
H -2.693 -3.138 -0.396
H -2.269 -2.853 1.322
H -3.723 -3.793 0.893
C -5.054 -1.874 -0.484
H -5.668 -2.736 -0.179
H -5.728 -1.020 -0.598
H -4.617 -2.114 -1.461
C -2.969 2.512 -0.499
H -3.006 2.291 -1.573
H -3.438 3.497 -0.353
H -1.915 2.601 -0.198
C -3.787 1.964 1.798
H -2.777 2.148 2.193
H -4.338 2.916 1.831
H -4.295 1.260 2.469
C -5.167 1.355 -0.221
H -5.176 0.974 -1.251
H -5.822 0.737 0.406
H -5.611 2.362 -0.245
Ca 0.012 0.253 0.903
C -1.611 -1.869 3.250
O -1.092 -2.125 4.240
N 0.428 1.488 -0.945
C 0.580 1.994 -1.997
C 0.679 2.780 -3.170
C 0.462 4.171 -3.106
C 0.967 2.169 -4.406
C 0.545 4.942 -4.266
H 0.214 4.626 -2.145
C 1.060 2.949 -5.560
H 1.094 1.084 -4.440
C 0.850 4.332 -5.490
H 0.357 6.017 -4.219
H 1.281 2.465 -6.514
H 0.910 4.934 -6.399
N 0.104 1.002 5.627
C 0.611 2.070 4.681
C 0.357 1.506 3.299
O 0.120 2.214 2.279
O 0.349 0.216 3.245
H -0.892 1.156 5.844
H 0.598 1.024 6.526
H 0.203 0.075 5.164
H 0.085 3.011 4.856
H 1.684 2.209 4.857
```

As for the energy relative to the best compared isomer or geometry (same formula, charge and spin): 9.4 kcal per mole. Its total charge is +1. The total energy is -82691.2180 eV. For the HOMO-LUMO gap, the calculation gives 4.63 eV.

Here is C33H52F5N3O6SSiTeTi as an isolated structure from the OMol25 dataset. Energies are from the ωB97M-V functional and the def2-TZVPD basis.

```
103
C33H52F5N3O6SSiTeTi the ωB97M-V functional and the def2-TZVPD basis
Ti 2.831 0.855 -0.907
C 6.771 1.622 -0.204
N 6.345 0.357 -0.792
C 7.067 0.011 -2.008
C 6.239 -0.406 -3.254
C 5.158 0.433 -3.943
N 3.836 0.058 -3.428
C 2.870 -0.384 -4.254
C 1.675 -0.945 -3.715
C 1.231 -2.269 -4.175
C 0.126 -2.876 -3.574
C -0.372 -2.322 -2.396
C -0.022 -1.075 -1.932
C 1.068 -0.390 -2.582
O 1.542 0.832 -2.217
C 6.158 -0.626 0.304
C 5.416 -1.862 -0.128
C 3.928 -1.854 0.247
N 3.378 -0.498 0.514
C 3.176 -0.247 1.825
C 2.344 0.740 2.431
C 2.040 0.595 3.808
C 1.363 1.632 4.481
C 0.806 2.666 3.743
C 0.772 2.641 2.349
C 1.637 1.741 1.639
O 1.675 1.759 0.328
H 6.094 1.813 0.656
H 6.811 2.346 -1.071
H 7.780 1.422 0.164
H 7.722 -0.874 -1.850
H 7.680 0.867 -2.419
H 5.924 -1.470 -3.098
H 7.056 -0.490 -4.023
H 5.208 0.233 -5.041
H 5.256 1.524 -3.779
H 3.054 -0.382 -5.366
H 1.656 -2.702 -5.091
H -0.278 -3.841 -3.926
H -1.111 -2.922 -1.768
H -0.517 -0.658 -1.054
H 5.570 -0.077 1.121
H 7.152 -0.813 0.742
H 5.955 -2.796 0.156
H 5.352 -1.942 -1.247
H 3.711 -2.539 1.121
H 3.322 -2.323 -0.542
H 3.649 -0.888 2.589
H 2.288 -0.298 4.316
H 1.203 1.652 5.577
H 0.326 3.495 4.208
H 0.118 3.325 1.793
F 5.869 2.551 -6.592
Te 4.696 3.429 -7.899
F 5.797 5.040 -7.373
F 3.962 2.291 -1.138
F 5.740 2.843 -9.348
F 3.684 1.805 -8.112
O 3.859 -0.379 -2.104
C -5.341 -2.969 -0.279
C -6.389 -2.286 0.610
C -6.672 -3.059 1.880
C -7.683 -1.899 -0.150
O -5.962 -0.970 1.051
Si -4.625 -0.410 1.852
S -2.938 -1.735 1.649
O -4.332 1.077 1.354
C -4.121 1.738 0.061
C -3.180 2.894 0.379
C -5.524 2.205 -0.315
C -3.589 0.900 -1.077
O -4.965 -0.260 3.441
C -4.294 -0.009 4.733
C -3.176 -1.004 5.020
C -3.726 1.376 4.590
C -5.284 -0.128 5.889
H -5.837 -3.864 -0.737
H -4.460 -3.291 0.314
H -4.951 -2.272 -0.985
H -7.166 -3.976 1.531
H -7.225 -2.515 2.649
H -5.747 -3.369 2.328
H -8.321 -2.819 -0.294
H -7.412 -1.503 -1.132
H -8.181 -1.068 0.441
H -3.447 3.546 1.232
H -3.237 3.538 -0.514
H -2.163 2.591 0.586
H -5.910 2.946 0.361
H -6.175 1.334 -0.471
H -5.460 2.662 -1.334
H -2.730 0.328 -0.702
H -3.306 1.583 -1.912
H -4.287 0.142 -1.389
H -2.540 -1.088 4.137
H -3.540 -1.968 5.374
H -2.620 -0.640 5.911
H -3.134 1.380 3.691
H -3.096 1.670 5.437
H -4.518 2.126 4.568
H -5.678 -1.139 5.919
H -5.998 0.678 5.770
H -4.702 0.099 6.767
```

As for the energy relative to the best compared isomer or geometry (same formula, charge and spin): 127.4 kcal per mole. The total energy is -114531.9763 eV. For the HOMO-LUMO gap, the calculation gives 2.63 eV.

Here is C33H53BBiN7 as an isolated structure from the OMol25 dataset. Energies are from the ωB97M-V functional and the def2-TZVPD basis.

```
95
C33H53BBiN7 the ωB97M-V functional and the def2-TZVPD basis
Bi -0.214 0.163 0.248
C 0.149 5.479 -1.273
C -0.613 4.306 -0.765
C -1.942 4.290 -0.390
C -2.244 2.990 -0.002
N -1.116 2.243 -0.126
N -0.121 3.069 -0.608
B 1.298 2.640 -1.082
N 1.138 1.496 -2.131
N 0.428 0.337 -1.968
C 0.538 -0.392 -3.091
C 1.357 0.296 -3.976
C 1.700 1.487 -3.351
C 2.548 2.575 -3.913
C -0.109 -1.738 -3.273
C 0.320 -2.654 -2.115
C 0.337 -2.364 -4.596
C -1.633 -1.550 -3.311
N 2.260 2.290 0.063
N 2.087 1.241 0.905
C 3.188 1.131 1.649
C 4.087 2.142 1.291
C 3.468 2.859 0.287
C 4.002 4.049 -0.436
C 3.353 0.027 2.663
C 2.310 0.199 3.774
C 3.157 -1.333 1.978
C 4.750 0.085 3.282
C -3.623 2.601 0.473
C -4.646 3.052 -0.580
C -3.786 1.115 0.712
C -3.879 3.347 1.796
H -0.483 6.361 -1.216
H 0.449 5.341 -2.312
H 1.049 5.657 -0.685
H -2.609 5.134 -0.408
H 1.762 3.561 -1.656
H 1.648 -0.006 -4.967
H 2.862 2.295 -4.915
H 3.437 2.737 -3.304
H 2.004 3.517 -3.970
H 1.406 -2.748 -2.088
H -0.102 -3.650 -2.252
H -0.018 -2.273 -1.143
H 1.415 -2.526 -4.621
H 0.054 -1.733 -5.439
H -0.152 -3.330 -4.724
H -1.969 -0.865 -2.531
H -2.137 -2.511 -3.195
H -1.936 -1.125 -4.268
H 5.067 2.331 1.695
H 4.946 4.346 0.014
H 3.318 4.895 -0.380
H 4.183 3.830 -1.489
H 1.308 0.147 3.345
H 2.425 1.166 4.266
H 2.435 -0.588 4.523
H 2.183 -1.393 1.480
H 3.225 -2.144 2.706
H 3.930 -1.497 1.226
H 4.916 1.044 3.775
H 5.521 -0.056 2.523
H 4.864 -0.701 4.028
H -4.448 2.583 -1.545
H -4.634 4.132 -0.714
H -5.649 2.768 -0.258
H -3.532 0.524 -0.171
H -4.827 0.904 0.960
H -3.172 0.793 1.548
H -3.848 4.426 1.650
H -3.121 3.088 2.539
H -4.863 3.089 2.189
C -0.129 -2.521 4.173
N -1.226 -1.612 4.607
C -0.835 -0.826 5.804
C -1.713 -0.729 3.484
C -2.321 -1.545 2.359
C -3.373 -2.399 2.702
C -3.952 -3.241 1.769
C -3.453 -3.245 0.477
C -2.438 -2.365 0.129
C -1.865 -1.471 1.036
H 0.120 -3.201 4.984
H 0.745 -1.925 3.919
H -0.449 -3.090 3.305
H -2.023 -2.200 4.853
H -0.017 -0.158 5.540
H -0.510 -1.499 6.594
H -1.681 -0.239 6.155
H -0.852 -0.155 3.151
H -2.441 -0.039 3.917
H -3.789 -2.395 3.709
H -4.782 -3.875 2.052
H -3.869 -3.913 -0.266
H -2.084 -2.396 -0.890
```

Its total charge is +2. The total energy is -52015.9752 eV. For the HOMO-LUMO gap, the calculation gives 7.45 eV.